# 1
This record from the Open Molecules 2025 dataset describes the molecule C10H10 in a non-equilibrium geometry. The level of theory is the ωB97M-V functional and the def2-TZVPD basis.

Cartesian coordinates (Å):
C1 -0.4938 -3.5633 0.7733
C2 2.2107 -2.2293 1.0625
C3 -1.5402 -1.2922 0.6315
C4 1.1352 -0.1009 0.4935
C5 -0.3262 -2.2005 0.7574
C6 1.0300 -1.5438 0.7683
C7 -1.3100 0.0493 0.4958
C8 -0.0456 0.5772 0.3903
C9 -1.9597 1.3791 0.3828
C10 -0.5149 2.0014 0.3039
H1 0.3101 -4.2940 0.8665
H2 -1.5337 -3.9061 0.6703
H3 3.2297 -1.8003 1.0366
H4 2.1750 -3.2759 1.2713
H5 -2.5725 -1.6314 0.5742
H6 2.0901 0.4087 0.4676
H7 -2.5764 1.5409 -0.5283
H8 -2.4918 1.6652 1.3014
H9 -0.1824 2.5737 1.1603
H10 -0.2581 2.5347 -0.5873

Forces on atoms 1 to 3 (eV/Å):
-0.60 1.67 -0.07
-1.70 1.22 -0.73
0.78 1.18 -0.23

## Properties
HOMO energy: -7.2 eV
LUMO level: -0.28 eV
spin multiplicity: 1
ΔE to the lowest compared entry with this formula, charge and spin: 0.000 eV
largest force on an atom: 0.092 Eh/bohr
frontier orbital gap: 0.255 hartree
net charge: 0

Mulliken atomic charge list, values in e, 8 entries: -1.145 -1.277 -0.833 -0.852 0.942 1.107 -0.092 0.267

=====

# 2
This record from the Open Molecules 2025 dataset describes a cluster of 2 separate species, C10H10B2Cl2IN5O9 in total in a non-equilibrium geometry. The level of theory is the ωB97M-V functional and the def2-TZVPD basis.

Cartesian coordinates (Å):
C1 1.7563 -0.0831 3.4690
C2 1.5097 -0.3388 2.0260
Cl1 1.8565 -1.9207 1.5365
C3 1.0576 0.5608 1.1430
Cl2 0.7683 0.1982 -0.4924
N1 0.7603 1.8813 1.5712
C4 -0.4739 2.4292 1.6323
N2 -1.5976 1.8224 1.2631
B1 -2.9216 2.4635 1.3660
N3 -3.8939 2.2124 0.3286
O1 -3.1915 3.2809 2.4386
N4 -0.3735 3.6791 2.1083
C5 0.8960 3.8877 2.3058
I1 1.6475 5.6545 3.0427
N5 1.6417 2.8296 1.9742
C6 3.0920 2.6868 2.0110
H1 1.4171 -0.9123 4.0696
H2 2.8260 0.0477 3.5982
H3 1.2679 0.8183 3.8201
H4 -1.5025 0.9033 0.8574
H5 -4.3460 1.3140 0.4835
H6 -4.6378 2.8929 0.4128
H7 -2.9845 4.2019 2.2584
H8 3.3671 1.8092 1.4484
H9 3.4381 2.6435 3.0326
H10 3.5072 3.5456 1.5058
B2 -0.3736 -3.7374 -3.7934
O2 -1.6517 -4.2770 -3.3039
C7 -2.0350 -5.2687 -4.1070
O3 -3.0299 -5.9175 -3.9864
C8 -0.9769 -5.4249 -5.2030
O4 -0.9971 -6.2189 -6.0937
O5 -0.0252 -4.5170 -4.9887
O6 -0.4862 -2.2873 -4.1020
C9 0.3690 -1.6239 -3.3575
O7 0.5243 -0.4299 -3.3506
C10 1.1306 -2.6259 -2.4861
O8 1.9815 -2.3459 -1.6848
O9 0.6838 -3.8338 -2.7538

Forces on atoms 1 to 3 (eV/Å):
0.08 0.54 -0.10
-0.32 0.08 0.14
0.11 -0.30 -0.29

## Properties
HOMO energy: -8.7 eV
LUMO level: -1.36 eV
spin multiplicity: 1
largest force on an atom: 0.029 Eh/bohr
frontier orbital gap: 0.271 hartree
net charge: 0

Mulliken atomic charge list, values in e, 8 entries: -1.345 0.853 -0.090 -0.837 0.118 0.644 0.299 -0.101